Entry 1:
ORCA calculation (the ωB97M-V functional and the def2-TZVPD basis) on an isolated molecule of C22H33NO2.

Structure (XYZ):
```
58
Properties=species:S:1:pos:R:3:forces:R:3
C -0.9374 -1.5278 -0.9027 -0.5 -0.3 0.2
N 0.6178 2.8973 1.2884 -0.1 0.1 0.2
C -1.4278 -2.8728 -1.4711 0.3 0.3 -0.2
H -2.9686 -1.0781 -0.2177 0.0 0.0 0.0
H -0.0798 5.3404 -0.9605 0.0 0.0 -0.1
H 1.5792 -2.3842 3.7890 0.0 0.0 0.1
H -2.0320 -2.1508 1.5403 -0.2 0.0 0.0
H -1.5196 -5.6110 -1.9877 0.0 -0.1 0.0
H -0.4675 5.2654 0.7549 0.0 0.1 0.1
H -1.4942 -3.9989 -4.5137 -0.1 0.0 0.0
O -0.0536 -0.9557 -1.8493 0.0 0.0 -0.1
H -1.2704 4.1785 -0.3976 -0.1 0.0 0.0
C -0.2345 -1.7811 0.4242 0.2 0.0 -0.1
H 2.4455 1.9467 0.9092 0.0 0.0 0.0
O 2.4529 3.0696 3.3764 0.2 0.4 0.1
H -0.2350 -5.4934 -3.1904 0.0 -0.1 0.0
H -1.3912 3.3738 1.6518 0.1 -0.1 0.1
C -0.9585 -4.9169 -2.6160 0.1 0.0 0.0
C -1.3089 1.4517 0.8144 -0.2 -0.3 -0.3
C -1.7212 0.5602 0.1252 -0.1 0.5 0.2
H -0.8821 -2.5249 3.6604 0.0 0.0 0.1
C 0.8515 2.7641 -1.2159 -0.1 0.1 0.2
C -1.9182 -4.1249 -3.5180 -0.1 -0.1 -0.1
C 1.1507 -1.7221 0.5046 -0.1 0.0 -0.1
C -0.7375 2.5002 1.6509 0.2 0.3 0.3
C 1.9900 1.8026 2.9898 -0.2 -0.2 -0.2
H 1.6734 2.0539 -1.1687 0.1 -0.1 0.0
H -1.6013 -1.9804 -3.4133 -0.1 0.1 0.0
C 1.8017 -1.9406 1.7062 0.1 0.0 0.1
C 1.5541 1.8033 1.5177 0.2 -0.1 0.4
H 2.8798 -1.8880 1.7477 0.1 0.0 0.0
H -2.1190 -3.3143 -0.7460 0.0 0.0 0.1
C -0.3059 -2.2974 2.7753 -0.1 0.0 0.1
C 1.0745 -2.2209 2.8485 0.1 0.0 0.1
H 1.1200 0.8250 1.2675 0.1 0.1 -0.1
C -2.1346 -0.5609 -0.6948 0.1 -0.3 -0.2
C -2.1085 -2.7563 -2.8405 -0.1 0.0 0.1
C 2.1074 4.4563 0.1616 -0.2 -0.2 -0.1
H -2.8679 -4.6481 -3.6290 0.0 0.0 -0.1
H 1.8625 3.7064 2.9466 0.0 -0.1 0.0
H 1.1544 1.4901 3.6347 0.1 -0.1 -0.1
H 0.1275 -4.2751 -0.8237 0.1 0.0 0.0
H 0.9891 3.3827 -2.0993 0.0 0.0 -0.1
C -0.2928 -3.8614 -1.7395 -0.2 -0.1 0.1
H 1.7244 -1.5134 -0.3864 0.0 0.0 -0.1
H 2.0489 5.1369 1.0077 0.0 0.1 0.1
H 2.2658 5.0412 -0.7408 0.0 0.1 -0.1
H -0.0833 2.2182 -1.3205 -0.1 0.0 -0.1
H 2.8098 1.0958 3.1370 -0.1 0.0 0.0
C -0.9553 -2.0833 1.5736 0.0 0.0 0.0
H 0.4955 -3.3489 -2.2905 0.1 0.0 0.0
C 0.8019 3.6534 0.0393 0.1 0.3 -0.3
H 0.2140 -0.0907 -1.5171 0.0 0.1 0.0
H -0.6981 2.1219 2.6788 -0.1 0.1 -0.1
H 2.9731 3.8162 0.3010 0.1 -0.1 0.0
H -3.1613 -2.4898 -2.7521 0.0 0.1 0.0
C -0.3336 4.6685 -0.1444 0.2 -0.2 0.1
H -2.4656 -0.2081 -1.6753 0.0 -0.1 0.0
```
Forces are in eV/Å.

Results
ΔE to the lowest compared entry with this formula, charge and spin: 0.000 eV
Highest occupied orbital energy: -8.74 eV

Here are the Löwdin charges for atoms 1 to 2, given in e:
1 C -0.443
2 N -0.127



Entry 2:
ORCA calculation (the ωB97M-V functional and the def2-TZVPD basis) on a structure of composition C22H33O2P2Se2Tl.

Structure (XYZ):
```
62
Properties=species:S:1:pos:R:3:forces:R:3
P 1.6254 -0.7016 2.0587 0.8 -0.7 0.8
H 0.3328 -0.4733 4.1162 0.0 0.1 0.1
H 1.8247 3.3791 -1.4451 0.0 0.0 0.0
H -2.3262 -2.8162 0.2630 -0.1 0.0 0.0
C -3.3176 -0.0328 2.4748 -0.2 -0.2 0.0
H -1.6793 -5.0227 -2.4113 0.0 0.1 0.0
H 0.0235 4.9364 4.0193 0.0 0.0 0.0
H -3.3874 -0.3638 3.5117 0.0 0.0 0.1
C -1.9284 2.2000 3.7294 0.2 -0.1 -0.2
C 2.9390 -1.9889 1.8627 -0.3 0.2 0.0
C -0.0501 -0.9488 -4.5204 0.0 -0.3 0.1
C -1.2480 -4.0186 -2.3932 -0.4 0.1 0.2
H -4.0377 -2.4604 -0.1102 0.0 0.0 0.0
C 3.4243 0.5535 3.9221 0.0 0.0 -0.1
C 2.3518 0.8087 -0.8185 0.0 0.2 0.3
Se -2.7786 -2.7537 -2.2426 0.6 0.0 0.0
O -1.2477 -0.4445 1.4038 -0.5 0.1 0.2
H 4.8297 1.4879 5.2288 0.1 0.0 0.2
H 3.5522 -1.7607 0.9922 0.1 0.0 0.0
H -3.4426 -4.1255 -0.2239 0.0 0.0 0.0
H -0.6515 -3.9050 -1.4835 -0.1 -0.1 -0.1
H 3.7077 3.7625 1.8021 0.1 0.1 0.0
H 1.5248 -1.7845 4.2875 0.1 0.1 0.0
H -1.0042 -3.5523 -4.5138 0.0 -0.1 0.0
H -1.0544 -0.7838 -4.1295 0.0 0.1 -0.1
H 2.8938 4.0741 -0.2383 0.1 0.0 0.0
C 0.8252 -1.3008 3.6091 -0.1 0.0 -0.3
O 0.2812 1.7330 0.7965 0.1 0.3 0.1
H -2.7474 1.7146 4.2331 -0.1 -0.1 0.0
C 4.3584 2.7408 3.5625 0.0 0.0 0.0
H 3.3905 1.0543 -1.0569 0.0 0.1 0.0
H 2.4543 -2.9499 1.6997 0.0 -0.1 0.0
H 0.1884 -4.6699 -3.8492 0.0 0.1 0.0
C 1.9361 3.5810 -0.3804 0.1 -0.3 0.3
C -1.9087 0.3081 2.1102 -0.1 -0.1 -0.2
H 5.0043 3.5406 3.8803 0.1 0.1 0.0
H 1.0489 3.9225 2.0487 -0.1 0.1 0.1
P 1.8400 1.9718 0.4790 0.2 0.0 -0.5
H -1.9274 3.8414 5.0935 0.0 0.0 0.1
C -0.3678 4.0061 3.6356 -0.1 -0.2 -0.1
C 4.2534 1.5872 4.3242 0.0 0.0 -0.1
C -1.3598 1.5932 2.6018 0.4 0.1 -0.2
H 3.3540 -0.3349 4.5308 0.0 -0.1 0.1
C -3.1797 -3.0796 -0.3607 0.0 -0.1 -0.1
C 3.6309 2.8632 2.3938 0.1 0.1 0.0
H 0.0655 -2.0267 3.3276 -0.1 -0.1 0.0
C -0.4063 -3.7820 -3.6299 0.2 0.3 0.0
Tl -0.7418 -0.4710 -1.1138 -0.2 -0.3 -0.5
C 2.7007 0.6416 2.7392 -0.3 -0.1 -0.2
H 3.5776 -2.0519 2.7407 0.0 -0.1 0.0
C -0.2758 2.2436 1.9842 -0.3 0.2 0.4
H -3.6700 -0.8496 1.8486 0.1 0.0 0.0
H 1.7613 0.9682 -1.7218 0.0 0.0 0.0
H 1.1387 4.2547 -0.0710 0.0 -0.1 0.1
C -1.4528 3.3921 4.2372 0.1 0.1 0.0
C 2.8087 1.8172 1.9894 -0.1 0.1 -0.5
H -3.9627 0.8330 2.3572 -0.1 0.1 0.0
H -0.1018 -1.3036 -5.5462 0.0 0.1 0.0
H 2.3099 -0.2316 -0.5028 0.0 0.1 0.0
Se 0.8799 -2.2893 -3.4336 -0.3 0.0 0.0
C 0.2115 3.4268 2.5181 0.1 0.0 -0.3
H 0.5371 -0.0340 -4.4838 0.0 0.0 0.0
```
Forces are in eV/Å.

Results
Charge: +2
ΔE to the lowest compared entry with this formula, charge and spin: 0.000 eV
Highest occupied orbital energy: -13.59 eV

Here are the Löwdin charges for atoms 1 to 2, given in e:
1 P 0.935
2 H 0.046



Entry 3:
ORCA calculation (the ωB97M-V functional and the def2-TZVPD basis) on a structure of composition C22H34AsF6K2N6O12S2.

Structure (XYZ):
```
85
Properties=species:S:1:pos:R:3:forces:R:3
H -0.0823 0.5321 3.0514 0.2 -0.1 -0.1
N -5.1657 0.2725 2.8512 0.0 0.1 0.1
O 1.4288 -5.1135 -2.6984 -0.7 0.1 0.0
H -4.5577 2.4531 -0.3509 0.2 -0.2 0.2
H 3.3254 -4.2977 0.9473 0.1 -0.3 -0.2
H -3.9266 3.3715 -1.6913 0.3 0.1 0.0
H -3.5436 -2.2902 2.2295 0.2 0.3 0.2
N -3.2245 3.9642 0.1889 0.1 0.1 0.7
H 3.9197 -1.7146 -5.9249 -0.2 -0.6 0.2
C 2.3132 -4.4364 0.5512 0.3 1.3 1.2
H -5.0802 1.1504 4.8034 -0.1 0.0 0.0
C 1.9773 -3.2049 -0.2655 0.1 -0.5 -0.1
H 2.3067 -2.2685 0.1691 0.0 0.0 0.0
O -4.0547 4.4280 0.9312 0.5 -0.1 -0.5
K 0.0627 4.4972 -1.9213 0.2 -0.2 0.4
O 1.5752 2.6619 4.8267 -0.1 0.0 -0.1
C -2.3376 -2.2623 -4.1583 0.0 0.4 0.1
O -2.1464 -4.7892 3.1500 -0.1 0.1 0.0
C -1.8579 -2.5319 -1.9879 0.0 0.0 0.1
F 0.6686 -0.8249 -1.7694 0.1 0.0 -0.1
N -2.3890 -1.6787 -2.9113 0.0 0.1 -0.5
O 2.2597 -5.4946 -0.3722 -0.4 -0.8 -0.7
C -3.6509 2.8936 -0.7502 -0.4 0.2 -0.1
S 0.3374 2.3980 5.7947 0.4 -0.7 0.0
O -2.0307 4.2930 0.1763 -0.4 -0.1 -0.4
H 2.6256 1.3204 3.7262 -0.1 -0.2 0.0
H 3.2286 -0.7094 -1.8922 0.0 0.1 0.0
C 3.8346 4.9773 -1.3447 0.5 0.1 0.3
C -4.3232 0.2385 1.7745 -0.1 -0.3 -0.1
S 2.5656 -4.9931 -1.8673 0.6 0.2 1.1
H -1.7882 -2.0921 1.8948 -0.1 0.1 0.0
C 3.0867 0.4344 -3.6652 -0.9 1.1 0.6
H 4.0434 2.7472 -1.2636 0.0 0.0 -0.2
H -2.6522 1.9917 4.0055 0.0 0.0 0.0
C 3.2043 0.1142 -4.9863 0.0 0.0 0.4
O -0.3869 1.3268 4.8619 0.0 0.0 0.1
H -6.0922 -0.1127 2.8922 0.0 0.0 -0.1
O -0.4489 3.5616 5.8630 -0.5 0.6 -0.1
C 2.2635 4.9944 0.2713 -0.4 -0.9 -0.1
C -2.6013 -2.7942 2.0403 -0.5 -0.4 -0.1
H -1.5909 -4.2454 -4.7724 -0.1 0.1 -0.2
C -1.4272 -3.6545 -2.6466 -0.4 0.2 0.5
F 0.7655 1.6378 -1.7867 -0.2 0.2 -0.2
F -1.2178 0.4774 -0.9425 -0.1 0.0 -0.1
N 3.3132 -0.6589 -2.8924 0.5 -0.7 -0.6
H -0.9999 -4.5032 -2.1418 0.1 -0.2 -0.3
H 1.6790 -4.5880 1.4221 -0.4 -0.4 -0.3
O 3.7967 -5.5187 -2.3010 0.6 -0.1 -0.2
H -4.5758 -0.3507 0.9075 0.0 0.1 -0.1
C -3.1867 0.9264 2.1095 0.2 0.1 0.1
H 1.4969 2.3132 2.7976 -0.1 0.1 0.1
F 2.1787 0.4022 -0.2611 0.3 0.0 0.1
N 2.5894 3.6906 -0.0450 -0.1 0.1 0.1
C 3.5756 3.6786 -0.9917 -0.2 -0.1 0.0
O 2.7980 -3.4727 -1.4249 -0.2 0.3 -0.6
O -2.1151 -2.9494 4.2762 0.0 0.0 0.1
H 3.0178 0.7989 -5.7965 0.3 -0.1 -0.1
H 3.8644 -2.6983 -3.3885 0.2 0.1 0.3
H 4.6215 5.3096 -2.0005 -0.1 0.0 -0.1
F 0.2240 1.6514 0.6018 0.2 0.4 0.3
H 0.9329 -3.1603 -0.5764 0.0 0.1 0.1
K 0.4580 -1.1878 -4.3665 0.3 -0.3 0.2
H -2.2896 1.0254 1.5154 -0.1 0.0 -0.1
N -2.2744 -3.5872 3.2595 0.3 0.0 -0.1
H -1.8827 -2.3068 -0.9353 0.2 0.1 0.0
C 1.6272 1.7526 3.7227 0.2 0.1 -0.2
H 2.1612 2.8658 0.3426 0.1 0.0 0.1
H -2.7497 -3.4738 1.2063 0.3 -0.1 0.0
H 2.7599 1.3555 -3.2083 0.1 0.0 0.0
H -2.8302 2.1937 -0.8535 0.0 -0.1 0.0
C -3.3623 1.4194 3.4351 0.1 -0.2 -0.2
H -2.6894 -0.7299 -2.7745 -0.1 -0.1 0.4
C -4.5855 0.9869 3.8618 0.0 0.2 0.1
C 3.0336 5.8041 -0.5133 -0.5 0.5 -0.3
O 0.7851 1.7611 6.9770 0.2 -0.1 0.1
C 3.5869 -1.2525 -5.0085 0.3 0.4 -1.1
C -1.7623 -3.4941 -4.0186 0.5 -0.4 0.0
F 0.2191 -0.8015 0.6156 -0.1 -0.2 0.3
H -2.6817 -1.7036 -5.0143 -0.2 -0.2 -0.1
C 0.5126 0.7152 3.9418 0.3 0.2 -0.2
C 3.6637 -1.6981 -3.7198 -0.3 -0.3 -0.2
H 2.9716 6.8805 -0.5057 0.2 0.0 0.0
As 0.4781 0.4119 -0.5603 -0.6 0.0 -0.3
H 1.4658 5.1767 0.9739 0.2 0.2 0.2
H 0.9582 -0.2130 4.3003 -0.4 0.0 0.4
```
Forces are in eV/Å.

Results
Charge: +1
ΔE to the lowest compared entry with this formula, charge and spin: 0.000 eV
Highest occupied orbital energy: -10.53 eV

Here are the Löwdin charges for atoms 1 to 2, given in e:
1 H 0.103
2 N 0.019



Entry 4:
ORCA calculation (the ωB97M-V functional and the def2-TZVPD basis) on a cluster of 3 separate species, C22H34BN2O4 in total.

Structure (XYZ):
```
63
Properties=species:S:1:pos:R:3:forces:R:3
B -3.5630 -4.0279 0.0753 -0.4 -0.2 0.4
O -4.9095 -3.6811 -0.5247 0.1 0.0 -0.2
C -1.7662 7.9211 1.8873 0.0 0.0 0.0
H 2.6612 -1.5938 -2.6448 0.1 -0.1 0.0
H 4.9423 -3.1963 -2.4688 0.1 0.1 0.0
H -3.1854 -1.9760 0.8367 0.2 0.0 0.1
H -0.8089 -0.7793 -0.1098 0.0 0.1 -0.1
H -1.0780 1.7013 -0.6853 0.0 0.0 0.0
H 8.6905 -3.9389 0.8051 0.0 -0.1 0.0
C -0.5511 2.2657 0.0771 0.0 -0.1 0.0
H 0.0741 -3.1973 -0.7568 0.0 0.0 -0.1
C -0.6992 3.6421 0.1772 0.0 0.0 0.0
C 2.7943 -2.0637 -1.6637 -0.2 -0.3 0.3
H 1.3509 4.0533 2.8281 0.0 0.0 0.0
C -3.9051 -5.1691 -1.9465 0.2 0.2 0.1
H -5.5314 -5.6415 -0.6548 -0.1 0.0 -0.1
C 4.1671 -1.7164 -1.0814 0.1 0.2 -0.5
H 1.8179 -2.0636 0.2376 0.0 0.3 0.0
C -3.7185 9.0838 2.5981 0.0 0.0 0.0
H 4.1580 -1.8442 0.0038 0.0 0.0 -0.1
C -3.6972 6.7466 2.1360 0.0 -0.1 0.0
C 0.2830 -2.2494 -1.2615 0.2 0.4 -0.1
C 1.6211 -1.6675 -0.7660 -0.1 -0.2 -0.1
C -2.6362 -2.7066 0.2249 -0.1 0.0 -0.1
O 5.8591 -3.3964 -0.6387 -0.2 0.3 0.3
H 1.5364 -0.5769 -0.6995 0.1 -0.1 0.1
C 0.8782 2.2031 1.8446 0.0 0.0 0.0
H -4.1930 5.7844 2.0726 0.0 0.0 0.0
H -1.7305 -2.9840 0.7865 0.0 0.1 0.0
H -4.2294 9.9886 2.9016 0.0 0.0 0.0
H -0.1133 5.3806 1.2887 0.0 0.0 0.0
H 0.3761 -2.4515 -2.3370 -0.1 -0.2 0.1
C -5.2296 -4.7945 -1.3043 -0.1 -0.2 0.2
N 0.2209 1.5506 0.8903 0.1 0.0 0.1
C -2.2389 -2.0709 -1.1126 0.3 -0.2 0.0
C 5.3121 -2.5438 -1.6716 -0.2 -0.2 -0.2
H 1.4977 1.5932 2.4942 0.0 0.0 0.0
H -0.7138 7.9031 1.6223 0.0 0.0 0.0
H -2.1086 -2.8894 -1.8365 -0.1 0.1 0.0
H 4.3841 -0.6671 -1.3096 -0.1 0.0 0.3
H -5.4479 7.8103 2.7759 0.0 0.0 0.0
H -3.0417 -1.4372 -1.5025 0.0 0.0 0.1
C -0.9049 -1.3009 -1.0683 -0.3 -0.3 -0.1
H 7.5492 -5.2995 0.5748 0.1 0.1 0.0
C 7.6508 -4.2136 0.6401 -0.2 0.0 0.2
H -3.9029 -6.1781 -2.3831 0.1 0.0 0.0
C -0.0099 4.3105 1.1753 0.0 0.0 0.0
C -4.3971 7.8780 2.5298 0.0 0.0 0.0
H -0.8859 -0.5603 -1.8821 0.1 0.1 0.2
H -1.3453 4.1748 -0.5074 0.0 0.0 0.0
H 7.0258 -3.8817 1.4693 0.1 0.0 0.0
H -6.0413 -4.5934 -2.0185 0.1 0.1 0.0
O -2.9959 -5.0557 -0.8822 0.0 0.0 -0.2
H -1.8010 10.0257 2.3098 0.0 0.0 0.0
H 2.7405 -3.1511 -1.8140 0.0 0.1 -0.1
O 7.8859 -3.3576 -1.5833 0.4 0.2 -0.4
H -3.7447 -4.5745 1.1977 0.1 0.1 -0.1
N -2.4053 6.7560 1.8177 0.0 0.1 0.0
C 7.1756 -3.6048 -0.6488 -0.1 -0.3 0.1
H 6.1164 -1.9353 -2.0834 0.0 0.0 0.1
C 0.7975 3.5761 2.0300 0.0 0.0 0.0
H -3.6640 -4.4262 -2.7313 -0.1 -0.2 -0.1
C -2.3723 9.1082 2.2704 0.0 0.0 0.0
```
Forces are in eV/Å.

Results
Charge: -1
Highest occupied orbital energy: -3.60 eV

Here are the Löwdin charges for atoms 1 to 2, given in e:
1 B -0.723
2 O -0.093



Max |F|, record by record: 0.60; 1.26; 1.81; 0.62 eV/A
Orbital gap, record by record: 9.43; 7.87; 7.01; 5.56 eV
DFT total energy, record by record: -1063.2800; -6666.1470; -6921.1347; -1294.0993 Ha